No. 1
Entry from OMol25: a cluster of 6 separate species, C15H35ClN5O5 in total in a non-equilibrium geometry (ωB97M-V/def2-TZVPD).

The HOMO energy (alpha / beta) comes out at -9.408 / -9.402 eV. As for the relative energy (zero: lowest compared OMol25 entry of this formula, charge and spin): 0.1642 eV. Its spin multiplicity is 2. The expectation value of S² is 0.753. The total energy comes out at -46332.0979 eV.

Last column: natural (NBO) charge in e.
Element x y z (Å)
Cl1 -8.70338 23.12613 19.78289  -0.01
O1 -12.62715 25.06702 18.59836  -0.60
O2 -8.02450 18.25633 17.52017  -0.66
O3 -10.53585 27.10276 17.59479  -0.60
O4 -9.53166 21.23725 26.43338  -0.62
O5 -4.17887 20.96818 21.78495  -0.63
N1 -12.81867 23.48852 17.01568  -0.62
N2 -8.67245 19.73389 19.04079  -0.59
N3 -8.82705 20.88173 24.31894  -0.61
N4 -9.37526 26.12886 15.93931  -0.61
N5 -5.44096 22.46396 20.83858  -0.61
C1 -9.33356 21.60854 25.29477  0.67
C2 -11.80585 22.57048 17.41506  -0.42
C3 -4.71537 20.60747 19.51768  -0.71
C4 -8.45515 19.39275 17.82870  0.64
C5 -8.73900 20.37818 16.76064  -0.70
C6 -10.19040 27.02151 16.44596  0.65
C7 -8.50341 18.83621 20.17796  -0.42
C8 -8.74232 25.04123 16.63057  -0.42
C9 -5.49152 23.29731 22.04912  -0.43
C10 -13.16371 24.64637 17.60217  0.67
C11 -4.71791 21.36599 20.77163  0.65
C12 -9.85330 23.00498 24.98175  -0.71
C13 -8.32907 21.43887 23.07176  -0.42
C14 -14.34652 25.33881 16.92982  -0.71
C15 -10.66554 28.06242 15.47955  -0.70
H1 -9.46306 24.54626 17.28145  0.21
H2 -9.90624 28.82719 15.31619  0.23
H3 -7.43871 18.84876 20.41113  0.20
H4 -7.70635 22.28712 23.35601  0.20
H5 -8.16848 20.18305 15.85260  0.25
H6 -3.93795 19.84625 19.58289  0.25
H7 -7.95715 25.43673 17.27492  0.20
H8 -9.74161 20.24846 16.35316  0.24
H9 -6.11993 22.68786 20.12516  0.39
H10 -8.44894 19.97533 24.55468  0.40
H11 -11.21112 22.24292 16.56236  0.19
H12 -7.66771 20.70431 22.61229  0.22
H13 -15.18680 24.64528 16.89763  0.22
H14 -10.25243 23.02441 23.96764  0.21
H15 -8.77725 20.72224 19.22047  0.39
H16 -12.16097 21.70397 17.97288  0.20
H17 -13.42338 23.15210 16.27998  0.38
H18 -5.65614 20.07668 19.37168  0.23
H19 -10.89607 27.58592 14.52671  0.20
H20 -9.00876 23.66098 25.19274  0.23
H21 -5.40939 22.77497 23.00229  0.23
H22 -8.84048 17.84145 19.88653  0.24
H23 -14.75243 26.24134 17.38674  0.24
H24 -8.61504 21.41227 17.08220  0.20
H25 -6.40959 23.88440 22.07321  0.20
H26 -4.66483 24.00763 22.05977  0.20
H27 -11.59247 28.50786 15.84079  0.24
H28 -8.21758 24.37693 15.94394  0.21
H29 -4.44856 21.20463 18.64572  0.23
H30 -9.13334 19.07274 21.03547  0.21
H31 -11.14382 23.08419 18.11213  0.22
H32 -9.28374 26.14820 14.93365  0.39
H33 -9.09875 21.87347 22.43394  0.20
H34 -14.01269 25.65418 15.94128  0.22
H35 -10.71569 23.20354 25.61812  0.25

No. 2
Entry from OMol25: a cluster of 6 separate species, C15H35N11O10 in total in a non-equilibrium geometry (ωB97M-V/def2-TZVPD).

The HOMO energy comes out at -8.830 eV. As for the relative energy (zero: lowest compared OMol25 entry of this formula, charge and spin): 3.7475 eV. The total energy comes out at -52990.0801 eV. As for the structure (SMILES): COCCCCC[C@@]1(N=C=O)COC(=O)O1.NC(N)=O.NC(N)=O.NC(N)=O.NC(N)=O.NC(N)=O.

Last column: Mulliken charge in e.
Element x y z (Å)
O1 -0.62659 5.63498 -1.88873  -0.68
O2 -0.01381 -2.53249 -3.07996  -0.34
O3 2.71230 -1.70135 4.82450  -0.66
O4 -4.30195 3.65372 -0.24947  -0.65
O5 2.92097 0.91643 -1.21675  -0.54
O6 -0.28078 -2.36900 -0.82220  -0.16
O7 -2.05452 -3.43171 -2.07816  -0.57
O8 3.59602 5.47549 -4.25845  -0.65
O9 -1.30046 -0.38120 2.51233  -0.45
O10 -0.68453 -4.14279 1.75902  -0.49
N1 3.79235 7.29502 -5.58641  -0.40
N2 -4.86395 2.53407 -2.13160  -0.38
N3 0.85772 -0.52220 -1.58552  -0.59
N4 2.28452 5.65930 -6.09159  -0.38
N5 -1.09265 -6.32192 2.21522  -0.47
N6 -1.00520 3.52492 -1.16430  -0.19
N7 0.94548 4.04437 -2.22873  -0.25
N8 -6.14086 2.33827 -0.25073  -0.42
N9 1.04311 -3.22865 4.81275  -0.25
N10 1.34015 -1.86305 6.61534  -0.44
N11 -2.31596 -5.22809 0.63109  -0.35
C1 2.22843 -0.48753 2.01769  -0.80
C2 1.85998 0.26263 -1.32637  0.80
C3 1.09223 -1.93626 -1.13707  0.94
C4 1.31866 -2.72363 -2.52271  -0.54
C5 1.04390 0.44921 2.60327  -0.94
C6 -5.05310 2.89196 -0.83867  0.68
C7 -0.31579 0.41616 1.74695  0.45
C8 -0.93630 -2.86642 -2.00696  0.40
C9 1.74206 -1.93139 1.49522  0.44
C10 -1.32355 -5.16465 1.54846  0.54
C11 2.21107 -2.26813 -0.03982  -1.16
C12 1.76061 -2.23051 5.38088  0.76
C13 3.24710 6.10225 -5.24746  0.67
C14 -0.25337 4.47780 -1.76858  0.66
C15 -2.02502 -1.27178 1.62629  -0.11
H1 2.33649 -3.42546 -0.05027  0.44
H2 1.85399 4.77484 -5.87330  0.22
H3 0.62533 -2.14911 1.64474  -0.17
H4 0.79541 0.23176 3.71329  0.16
H5 1.98370 6.15902 -6.90873  0.16
H6 -2.20169 -0.86482 0.56872  0.17
H7 -6.77016 1.71034 -0.71716  0.16
H8 -1.52647 -2.31285 1.49861  -0.16
H9 -1.60545 -7.17054 2.05702  0.14
H10 1.46297 1.53347 2.57900  0.31
H11 0.56156 -2.28376 7.08936  0.14
H12 -0.18461 -0.13908 0.75051  -0.33
H13 -2.51799 -4.38619 0.11217  0.19
H14 3.51991 7.82544 -6.39407  0.16
H15 4.51239 7.65864 -4.98269  0.22
H16 1.84844 -1.12250 7.07187  0.23
H17 -1.90701 3.80714 -0.80657  0.11
H18 1.32333 -3.53054 3.89278  0.09
H19 3.25862 -1.85180 -0.28127  0.33
H20 -0.77174 1.44863 1.54025  0.36
H21 2.87847 0.07588 1.23452  0.47
H22 -2.85164 -6.05614 0.44316  0.17
H23 -5.46912 1.90981 -2.63364  0.16
H24 -4.06431 2.92575 -2.60423  0.23
H25 1.50978 -3.82501 -2.27600  0.35
H26 2.11663 -2.13732 -3.11520  0.32
H27 -6.31550 2.58029 0.71166  0.22
H28 0.25882 -3.67426 5.25335  0.16
H29 1.53652 4.72346 -2.68546  0.11
H30 -3.05485 -1.47196 2.12859  0.31
H31 1.26998 3.09860 -2.13972  0.14
H32 -0.71555 2.56939 -1.05611  0.10
H33 2.95423 -0.66849 2.91785  0.40
H34 2.30162 -2.72138 2.14113  0.27
H35 -0.36040 -6.31508 2.90710  0.21

No. 3
Entry from OMol25: a structure of composition C15H35N2O8S5 in a non-equilibrium geometry (ωB97M-V/def2-TZVPD).

The charge is -1. The HOMO energy comes out at -5.605 eV. As for the relative energy (zero: lowest compared OMol25 entry of this formula, charge and spin): 0.4508 eV. The total energy comes out at -89659.1429 eV.

Last column: natural (NBO) charge in e.
Element x y z (Å)
S1 -1.27318 -1.57851 0.64320  2.33
S2 0.88531 1.95140 -0.10485  0.23
S3 -0.83534 -4.19074 0.01268  2.10
S4 2.89394 2.99948 -1.99250  -0.08
S5 0.35384 -3.60966 -1.72625  1.89
O1 -1.44594 -1.90516 6.02424  -0.73
O2 -1.56957 -5.30929 -0.53225  -0.98
O3 -0.34178 -2.58197 -2.46158  -0.97
O4 1.70540 -3.34536 -1.32004  -0.95
O5 0.12894 -4.52230 1.01732  -0.93
O6 -1.82911 -1.11258 1.89106  -1.00
O7 -0.22135 5.01901 -0.92509  -0.71
O8 0.15703 -1.48638 0.51760  -0.98
N1 -1.86045 -3.05140 0.34660  -1.20
N2 2.79647 0.41819 -1.19370  -0.48
C1 -1.65834 0.91246 -0.37547  -0.43
C2 -0.46872 1.42583 -1.18402  -0.50
C3 3.52259 0.03030 0.03709  -0.20
C4 2.83931 -1.16684 0.71135  -0.64
C5 -2.02895 -0.55062 -0.59129  -0.67
C6 0.38138 -5.08054 -2.72542  -0.87
C7 -1.64846 6.71331 -1.89654  -0.63
C8 3.50439 0.06069 -2.43371  -0.22
C9 -3.52523 -2.20003 4.83212  -0.64
C10 2.54576 -0.07010 -3.62498  -0.63
C11 0.74599 7.19778 -1.29938  -0.63
C12 -2.46279 -2.85370 5.69874  0.10
C13 -1.85186 -4.05938 4.99896  -0.63
C14 -0.50544 6.41072 -0.93666  0.10
C15 2.30857 1.71466 -1.17408  -0.05
H1 -0.12302 0.70924 -1.92536  0.23
H2 -3.08420 -1.84771 3.89605  0.24
H3 0.55986 8.27372 -1.28064  0.20
H4 3.51770 -1.71308 1.36039  0.19
H5 0.71557 -4.72649 -3.69659  0.24
H6 1.52868 -0.10835 -3.24143  0.22
H7 -3.09726 -0.70677 -0.47173  0.24
H8 -1.37316 6.42638 -2.91525  0.20
H9 -1.74103 -0.87840 -1.58771  0.26
H10 -0.79169 2.31385 -1.72304  0.21
H11 -1.08705 -4.51838 5.62750  0.21
H12 -0.81044 6.65961 0.08107  0.17
H13 -1.37364 -3.75608 4.06434  0.22
H14 -1.90234 7.77520 -1.89430  0.20
H15 -2.60990 -4.80930 4.76700  0.20
H16 3.50205 0.87422 0.72350  0.19
H17 3.94711 -0.91721 -2.25277  0.21
H18 1.10610 -5.75802 -2.29024  0.25
H19 4.55688 -0.20943 -0.19812  0.19
H20 4.31514 0.75238 -2.65590  0.19
H21 1.55254 6.96929 -0.60313  0.22
H22 2.44699 -1.81274 -0.07176  0.26
H23 1.96084 -0.82029 1.24715  0.25
H24 -0.61192 -5.50806 -2.78124  0.26
H25 -2.52844 1.48605 -0.69384  0.21
H26 -2.53607 6.14220 -1.62314  0.22
H27 2.70472 -1.01664 -4.13318  0.21
H28 1.08983 6.92285 -2.30008  0.20
H29 -1.55263 1.11077 0.68952  0.24
H30 2.64796 0.76581 -4.30952  0.21
H31 -3.95732 -1.33333 5.33607  0.20
H32 0.06244 4.75976 -1.80938  0.46
H33 -2.89807 -3.16404 6.65146  0.16
H34 -1.05040 -1.61760 5.19239  0.47
H35 -4.32824 -2.89868 4.58878  0.20